[1]
The following is a DFT calculation (the ωB97M-V functional and the def2-TZVPD basis) of 8 unconnected molecules or ions with the total composition C8H26O7 in a non-equilibrium geometry.

Its orbital gap is 8.64 eV. The spin multiplicity is 1. The molecular weight is 234.29 g mol⁻¹. As for the net charge: 0. As for the SMILES: C=C/C=C/CC(=C)C.O.O.O.O.O.O.O.

```
41
Properties=species:S:1:pos:R:3:forces:R:3
C -0.504 2.387 -1.266 -3.324 0.724 -2.200
C 0.957 2.120 -1.007 2.414 1.990 -2.962
C 1.827 2.926 -1.734 0.066 -2.565 2.990
C 1.457 1.137 0.053 -2.221 2.335 1.050
C 0.305 0.226 0.383 0.595 0.886 1.551
C -0.002 -0.030 1.665 -2.252 -2.930 -4.416
C -0.883 -1.111 2.142 0.159 -1.273 -4.363
C -1.347 -2.167 1.419 1.187 0.930 0.376
H -0.603 3.264 -2.006 0.538 -0.517 1.662
H -1.151 1.714 -2.011 1.723 0.460 2.172
H -1.215 2.581 -0.396 1.287 -0.255 -0.837
H 2.907 2.884 -1.518 -0.480 -0.268 -0.223
H 1.557 3.699 -2.384 -0.810 0.908 -0.825
H 2.366 0.567 0.077 0.607 0.188 -1.378
H 1.612 1.929 0.820 -0.181 -0.864 0.588
H -0.229 -0.029 -0.513 -0.398 -0.942 0.394
H 0.457 0.494 2.370 2.114 2.159 3.089
H -1.120 -0.980 3.109 -0.786 -0.418 3.592
H -1.226 -2.370 0.366 0.607 0.951 -0.551
H -1.716 -3.097 1.765 -1.034 -0.224 1.409
H 2.800 -1.740 3.054 0.562 -0.739 1.145
H 2.466 -0.772 2.020 -0.488 -1.089 -0.294
O 2.355 -1.737 2.222 0.316 2.138 -0.289
H 1.155 -0.406 -2.044 -0.360 0.459 -0.602
H 0.718 0.583 -3.145 0.774 0.880 -1.318
O 0.400 0.118 -2.403 -0.058 -2.588 0.917
H -2.079 0.717 2.763 -2.192 2.346 -1.821
H -2.637 0.584 1.411 -0.553 -0.339 -0.902
O -2.681 1.259 2.084 2.404 -1.480 2.913
H 2.313 -2.543 0.757 -1.252 -1.280 -0.367
H 0.830 -2.498 0.229 2.559 -1.568 -0.349
O 1.732 -3.002 0.070 -1.754 1.972 1.080
H -4.037 -0.697 -0.165 1.357 -1.301 -2.556
H -4.622 0.392 0.502 -0.452 0.824 0.588
O -4.324 -0.494 0.681 -0.968 0.360 1.979
H -1.702 -0.414 -2.055 -1.629 -0.005 0.951
H -3.238 -0.737 -2.416 2.208 1.019 2.796
O -2.614 -0.444 -1.604 -0.451 -1.083 -4.027
H 3.962 -1.371 -1.590 -3.651 0.907 2.161
H 2.689 -1.861 -0.647 -0.312 -1.102 -0.336
O 3.064 -1.082 -1.060 4.131 0.395 -2.789
```
Forces are in eV/Å.

=====

[2]
The following is a DFT calculation (the ωB97M-V functional and the def2-TZVPD basis) of a molecular structure, C8H27AgO6 in a non-equilibrium geometry.

Its orbital gap (spin up / spin down) is 10.13 / 7.66 eV. The spin multiplicity is 2. The molecular weight is 327.17 g mol⁻¹. As for the net charge: +1. As for the expectation value of S²: 0.755.

```
42
Properties=species:S:1:pos:R:3:forces:R:3
Ag -0.248 0.099 -0.333 -0.207 0.075 0.368
C 2.446 1.458 2.944 0.481 0.494 0.679
C 2.532 0.975 1.520 -0.624 -0.855 0.032
C 2.853 -0.511 1.359 0.615 -0.734 -1.121
O 1.389 1.264 0.777 0.259 0.187 0.201
H 1.646 1.022 3.546 -0.370 0.029 -0.499
H 2.368 2.546 2.941 -0.217 -0.064 0.183
H 3.327 1.207 3.542 0.257 0.035 -0.417
H 3.299 1.502 0.931 0.229 0.211 0.246
H 2.072 -1.214 1.650 -0.247 0.363 0.206
H 3.778 -0.862 1.820 -0.045 0.492 0.416
H 3.038 -0.684 0.291 -0.232 -0.047 0.079
C -2.353 2.789 -0.454 -0.275 0.834 -0.306
O -2.058 1.627 0.318 -0.143 0.264 -0.376
H -1.510 3.481 -0.518 0.112 -0.185 0.316
H -2.626 2.581 -1.492 0.034 -0.548 0.166
H -3.201 3.323 -0.019 0.091 0.038 0.000
H -2.599 1.686 1.106 0.129 -0.223 0.179
C -3.271 -0.513 -2.347 -1.538 -0.181 0.221
O -2.306 -1.090 -1.483 0.257 0.043 -0.385
H -2.952 0.464 -2.698 0.283 -0.022 0.152
H -3.573 -1.119 -3.210 0.673 -0.159 -0.014
H -4.223 -0.395 -1.807 0.244 0.356 0.004
H -2.632 -1.941 -1.178 0.033 -0.052 -0.079
C 0.824 -3.167 -0.460 -0.713 0.088 -0.177
O 0.806 -1.855 -1.079 0.546 -1.043 0.233
H 1.843 -3.548 -0.445 -0.087 -0.185 0.067
H 0.414 -3.135 0.549 0.234 0.420 0.028
H 0.143 -3.821 -1.013 0.368 -0.110 -0.122
H 1.551 -1.897 -1.687 -0.138 0.453 -0.162
C -0.833 -1.347 2.708 -0.483 0.163 0.557
O -1.369 -1.163 1.389 0.122 -0.325 0.621
H 0.040 -0.712 2.845 0.078 -0.151 -0.256
H -1.567 -1.021 3.455 0.106 -0.019 -0.085
H -0.607 -2.394 2.926 0.173 0.085 -0.223
H -2.309 -1.350 1.459 -0.041 0.076 -0.329
C 1.308 1.427 -2.943 0.192 0.140 -0.574
O -0.001 1.101 -2.434 0.608 0.197 -0.618
H 1.309 2.407 -3.425 -0.135 0.001 0.098
H 2.077 1.437 -2.174 -0.341 -0.121 0.334
H 1.593 0.692 -3.701 0.094 0.017 0.100
H -0.418 0.651 -3.176 -0.381 -0.038 0.258
```
Forces are in eV/Å.

=====

[3]
The following is a DFT calculation (the ωB97M-V functional and the def2-TZVPD basis) of 6 unconnected molecules or ions with the total composition C8H27BrN9O5 in a non-equilibrium geometry.

Its orbital gap is 8.63 eV. The spin multiplicity is 1. The molecular weight is 409.27 g mol⁻¹. As for the net charge: -1.

```
50
Properties=species:S:1:pos:R:3:forces:R:3
Br 0.654 -1.378 1.713 -0.469 -0.076 -0.153
C -0.771 5.082 -2.519 1.429 0.044 0.676
C 0.538 4.250 -2.535 0.656 -0.130 -0.953
C 0.442 2.809 -2.006 -0.870 0.586 -0.798
O 0.291 2.835 -0.603 0.418 -0.574 -0.155
C -0.040 1.543 -0.064 -0.501 0.609 0.278
N 1.012 4.294 -3.955 -0.648 -0.105 0.115
H -0.486 6.085 -2.839 -0.061 0.181 -0.143
H -1.067 5.207 -1.477 -0.566 -0.278 -0.128
H -1.540 4.741 -3.212 0.027 -0.367 0.343
H 1.342 4.778 -2.022 -0.405 0.036 1.015
H 1.196 2.132 -2.407 1.118 0.288 0.586
H -0.387 2.367 -2.559 -1.054 -0.057 0.430
H -0.001 1.507 1.025 0.572 0.639 0.002
H 0.620 0.742 -0.396 -0.228 0.026 -0.361
H -1.109 1.405 -0.228 -0.056 -0.675 -0.634
H 1.138 5.289 -4.076 0.007 0.179 -0.625
H 1.939 3.914 -4.077 0.160 -0.335 0.287
C -3.451 -1.684 1.063 -5.802 -0.433 -0.911
O -4.649 -1.739 0.777 -0.879 0.027 -0.009
N -2.518 -1.693 0.216 3.349 0.014 -4.037
N -2.989 -1.658 2.249 0.411 0.108 5.671
H -1.668 -1.628 0.757 1.493 0.258 -1.947
H -2.794 -1.465 -0.729 0.842 0.046 0.216
H -2.024 -1.394 2.387 -0.049 -0.216 0.899
H -3.680 -1.812 2.969 0.660 0.270 0.230
C 2.074 1.462 4.401 5.362 -0.491 2.496
O 3.123 0.799 4.528 -1.350 0.676 -0.366
N 0.991 1.175 3.851 -5.282 -2.968 -4.633
N 1.919 2.655 4.956 1.817 3.623 3.015
H 1.074 0.522 3.084 -0.644 -0.612 -0.191
H 0.342 1.939 3.729 -0.066 -0.590 -0.295
H 1.024 3.120 5.000 0.286 -0.289 0.178
H 2.488 2.692 5.790 -0.052 0.750 -0.002
C 0.530 -5.593 0.933 0.727 -4.212 0.623
O 0.835 -6.816 1.015 -0.385 1.927 -0.026
N 0.465 -4.722 1.898 0.363 0.773 3.271
N 0.113 -5.006 -0.157 -0.796 0.631 -4.339
H 0.685 -5.024 2.836 0.101 0.445 -0.262
H 0.469 -3.755 1.606 0.112 0.285 1.063
H 0.367 -5.446 -1.031 -0.075 0.173 0.132
H 0.053 -3.998 -0.160 0.051 -0.263 -0.318
C 0.859 -2.357 -2.220 5.209 -0.735 1.225
O 1.923 -2.498 -1.627 0.670 -0.219 0.074
N 0.728 -2.509 -3.483 -0.236 -1.208 -6.770
N -0.194 -1.983 -1.650 -5.447 1.723 3.808
H -0.180 -2.527 -3.926 0.260 0.105 0.134
H 1.492 -2.776 -4.087 -0.040 0.010 0.548
H -1.105 -1.997 -2.087 0.328 0.047 0.355
H -0.074 -1.886 -0.652 -0.468 0.357 0.390
```
Forces are in eV/Å.

=====

[4]
The following is a DFT calculation (the ωB97M-V functional and the def2-TZVPD basis) of a molecular structure, C8H28Ba4O8 in a non-equilibrium geometry.

Its orbital gap is 1.86 eV. The spin multiplicity is 1. The molecular weight is 801.62 g mol⁻¹. As for the net charge: +6.

```
48
Properties=species:S:1:pos:R:3:forces:R:3
Ba -0.739 -4.121 -0.924 0.835 0.876 -2.234
Ba -1.593 -2.685 2.719 0.356 2.698 2.148
Ba 2.640 -2.971 1.406 1.980 2.172 0.840
Ba -4.325 -2.597 -0.564 -1.292 2.222 -1.144
O 0.642 -1.239 2.054 -1.220 -2.360 -1.319
C 0.169 -0.191 1.193 0.466 0.447 0.554
C -0.738 -0.517 0.010 0.051 -0.828 -2.108
O -1.711 -1.629 0.038 -0.624 -2.408 1.244
H 1.054 0.273 0.737 -0.224 0.200 -0.075
H -0.301 0.621 1.761 0.022 -0.324 0.353
H -0.126 -0.747 -0.888 0.183 -0.085 0.379
H -1.266 0.381 -0.330 -0.044 0.097 0.535
C 2.867 1.527 4.620 0.153 -0.054 -0.265
O 2.280 0.248 4.240 0.061 -0.208 -0.317
H 2.191 2.079 5.271 0.039 -0.054 0.086
H 3.802 1.311 5.123 -0.065 -0.053 0.220
H 3.105 2.132 3.741 -0.122 -0.074 0.012
H 1.629 0.405 3.552 -0.037 0.255 0.117
C -3.976 0.782 -2.560 -0.105 -0.210 -0.049
O -3.477 -0.610 -2.249 -0.286 -0.386 1.023
H -3.709 1.453 -1.747 0.063 -0.054 0.037
H -3.538 1.103 -3.497 0.055 -0.042 -0.098
H -5.055 0.728 -2.651 -0.028 -0.098 -0.076
H -2.615 -0.510 -1.819 0.009 0.220 -0.342
C 3.362 -0.340 -1.429 0.225 0.524 -0.293
O 3.818 -1.274 -0.416 -0.230 -0.900 0.446
H 3.475 0.683 -1.073 -0.146 0.006 0.034
H 3.967 -0.458 -2.326 -0.075 -0.053 -0.048
H 2.320 -0.553 -1.668 -0.046 -0.031 0.144
H 4.782 -1.310 -0.518 0.047 0.016 0.195
C 0.124 -1.457 -3.929 0.480 0.063 -0.096
O -0.565 -2.448 -3.057 -0.542 -0.849 0.823
H -0.463 -0.546 -3.983 -0.130 -0.051 -0.012
H 1.087 -1.253 -3.472 -0.054 -0.034 0.105
H 0.298 -1.891 -4.911 -0.181 -0.061 -0.024
H -1.378 -2.701 -3.520 0.209 0.291 -0.515
C -2.201 0.762 4.443 -0.413 0.109 0.132
O -2.753 -0.542 3.996 0.273 -0.895 -0.519
H -1.440 0.594 5.196 0.178 -0.023 -0.054
H -1.847 1.282 3.560 0.193 -0.027 -0.014
H -3.008 1.348 4.877 -0.011 -0.031 -0.002
H -3.547 -0.715 4.520 0.023 0.154 0.163
C 0.917 2.322 -2.667 0.068 0.301 -0.984
O 1.848 3.034 -1.909 0.068 -0.285 0.509
H -0.023 2.871 -2.808 -0.018 -0.162 0.137
H 1.313 2.099 -3.671 -0.146 -0.040 0.106
H 0.722 1.357 -2.179 -0.057 0.008 0.235
H 1.982 3.910 -2.293 0.059 0.022 0.012
```
Forces are in eV/Å.

=====

[5]
The following is a DFT calculation (the ωB97M-V functional and the def2-TZVPD basis) of 6 unconnected molecules or ions with the total composition C8H28F2N2O8S2 in a non-equilibrium geometry.

Its orbital gap is 9.52 eV. The spin multiplicity is 1. The molecular weight is 382.45 g mol⁻¹. As for the net charge: 0.

```
50
Properties=species:S:1:pos:R:3:forces:R:3
N -0.420 0.227 -0.017 0.642 -1.594 1.485
H 0.149 0.695 0.693 -0.510 1.290 -0.441
H -0.156 0.297 -1.000 -0.090 0.269 0.010
H -1.432 0.249 0.106 -0.095 0.829 -0.132
H -0.127 -0.736 0.318 -0.377 -0.247 -0.861
N 0.619 -2.183 0.540 2.087 -1.441 2.632
S 1.576 -2.505 1.915 0.944 2.417 2.452
O 2.658 -3.440 1.835 -1.102 0.567 -0.885
O 0.802 -2.442 3.113 -0.098 -0.303 -0.600
F 2.262 -1.065 1.925 0.076 -0.118 -0.577
S 0.225 -3.686 0.286 -3.651 -3.691 -2.882
O -0.367 -4.414 1.377 0.842 0.986 -0.272
O 1.074 -4.424 -0.601 -0.099 0.903 0.478
F -1.083 -3.343 -0.627 0.745 0.145 0.243
C -0.545 2.152 4.465 0.733 1.747 0.774
C -0.132 3.290 3.499 -1.662 -1.679 0.113
O 0.400 2.696 2.320 0.721 0.138 -0.363
H -1.136 1.358 4.022 0.350 -0.133 -0.158
H -1.135 2.619 5.261 -0.232 -0.095 -0.053
H 0.371 1.864 4.981 -0.146 -0.871 -0.222
H 0.546 3.971 4.008 -0.001 0.156 -0.244
H -1.067 3.760 3.183 0.270 0.627 0.100
H 1.307 2.991 2.203 0.000 -0.064 -0.056
C 3.713 -1.982 -3.358 0.229 0.212 0.201
C 2.889 -2.475 -2.184 0.545 -0.612 0.275
O 2.510 -1.436 -1.306 -0.899 0.800 -0.181
H 3.073 -1.407 -4.030 0.091 -0.061 -0.154
H 4.128 -2.851 -3.871 -0.213 0.003 -0.208
H 4.573 -1.359 -3.108 -0.138 0.049 0.336
H 3.432 -3.191 -1.558 0.210 -0.217 -0.406
H 2.065 -3.031 -2.640 -0.391 0.162 0.383
H 1.768 -1.717 -0.717 0.938 -0.071 -0.738
C -3.582 1.457 2.127 -0.477 -0.539 -0.812
C -4.025 1.807 0.708 0.481 0.493 -1.249
O -3.260 1.193 -0.388 0.212 -0.179 1.098
H -3.318 0.397 2.132 -0.046 -0.041 0.256
H -4.466 1.594 2.750 0.095 -0.101 0.190
H -2.770 2.026 2.572 0.090 0.192 -0.444
H -3.921 2.869 0.474 -0.356 0.192 0.625
H -5.043 1.493 0.475 -0.206 0.118 0.743
H -3.744 1.495 -1.160 0.312 -0.224 -0.310
C 0.843 1.521 -3.159 -0.408 0.357 -1.202
C -0.034 0.394 -3.750 1.186 0.848 1.242
O -0.894 -0.109 -2.708 -0.182 0.251 -1.118
H 0.281 2.455 -3.071 -0.361 -0.239 0.566
H 1.554 1.831 -3.930 0.371 -0.444 0.125
H 1.380 1.287 -2.243 0.002 -0.228 -0.060
H 0.607 -0.424 -4.080 -0.058 0.021 -0.260
H -0.599 0.836 -4.571 -0.160 -0.301 -0.081
H -1.549 -0.607 -3.211 -0.214 -0.281 0.639
```
Forces are in eV/Å.